1.
The following is a DFT calculation (ωB97M-V with the def2-TZVPD basis set) of a cluster of 2 separate species, C5H12Cl2Si in total.

```
20
Properties=species:S:1:pos:R:3:forces:R:3
C -0.769 -1.330 -0.247 3.36 2.62 -2.37
C 0.124 -0.381 1.923 -1.21 0.01 -0.84
C -1.714 0.957 0.585 3.05 -0.76 1.24
C 1.094 0.487 -2.230 2.05 3.73 0.94
C -0.415 -0.021 0.524 -1.07 1.07 -0.56
Si 0.948 1.003 -0.401 -0.56 -4.36 -0.60
Cl 1.875 2.367 0.678 0.26 0.57 -0.08
Cl 2.928 -1.810 -0.432 -0.82 1.19 0.15
H 0.108 -1.949 -0.309 0.56 -0.54 0.53
H -1.549 -1.866 0.115 -2.55 -1.28 1.33
H -0.883 -1.125 -1.330 -0.74 0.09 0.51
H 0.408 0.502 2.484 0.26 0.06 0.14
H 0.965 -1.053 1.707 -0.20 -0.09 0.81
H -0.762 -0.822 2.434 0.94 -0.22 0.03
H -2.528 0.480 1.099 -0.67 -0.33 -0.51
H -1.398 1.736 1.247 0.09 0.70 0.82
H -1.853 1.505 -0.313 -1.01 -0.18 -1.20
H 2.143 0.832 -2.555 -1.69 -0.78 0.14
H 0.966 -0.551 -2.237 0.03 -1.49 0.02
H 0.312 1.039 -2.743 -0.07 -0.02 -0.50
```
Forces are in eV/Å.

Its spin multiplicity is 1. Its HOMO energy is -8.30 eV. The LUMO energy is -1.368 eV. The calculation puts the energy above the lowest of the compared OMol25 structures with the same formula, charge and spin at 96.1 kcal/mol. As for the total energy: -38301.7507 eV.

2.
The following is a DFT calculation (ωB97M-V with the def2-TZVPD basis set) of the molecule C28H55BI2N2O5.

```
93
Properties=species:S:1:pos:R:3:forces:R:3
C -3.584 3.596 4.876 -0.11 0.65 0.13
C -3.352 5.110 5.041 0.09 -0.84 -0.64
C -2.046 5.550 4.378 -0.01 0.54 0.62
C -0.791 5.265 5.227 -0.47 -0.37 -0.48
C -0.048 3.993 4.822 0.14 0.64 -0.15
C 0.654 4.104 3.467 0.15 -0.48 0.09
C 1.794 3.078 3.301 -0.37 -0.05 -0.16
C 1.517 2.060 2.194 0.57 0.54 -0.17
C 2.767 1.276 1.759 -0.69 -0.57 0.73
C 2.475 -0.210 1.483 0.71 -0.25 -0.62
C 2.659 -0.612 0.016 -0.03 0.11 0.19
C 1.598 0.023 -0.886 -0.41 0.30 0.26
C 0.365 -0.863 -1.161 0.39 0.24 0.34
C -0.167 -0.815 -2.613 0.24 -1.36 -0.03
C 0.957 -1.506 -3.437 0.40 0.46 -0.25
O 1.060 -2.871 -3.130 0.02 0.07 -0.25
C 2.269 -3.336 -2.558 -0.18 -0.97 -0.35
C 2.445 -4.822 -2.942 -0.42 0.30 0.44
C 2.162 -5.682 -1.715 -0.20 -0.13 -0.17
C 0.696 -5.551 -1.276 -0.06 -0.49 0.48
C 0.533 -5.473 0.241 -0.04 -0.09 -0.28
N -0.767 -4.929 0.633 0.47 0.09 0.44
C -0.760 -4.115 1.810 -1.89 -0.08 1.54
C 0.291 -3.024 1.976 0.34 -0.96 -0.44
O -1.619 -4.263 2.681 1.52 0.34 -1.74
C -1.351 -1.824 -2.681 -0.64 0.60 0.29
I -1.777 -2.502 -4.723 -0.01 0.11 0.07
C -2.755 -1.561 -2.118 -0.38 0.02 -0.43
C -3.580 -0.396 -2.669 -0.22 -0.21 0.11
I -2.909 -1.779 0.040 -0.01 0.02 -0.11
N -0.430 0.543 -3.106 0.53 0.54 0.71
C 0.513 1.139 -4.037 0.64 0.31 -2.02
C -0.107 1.749 -5.297 -1.00 -1.49 1.05
C -1.568 1.545 -5.520 0.14 3.41 -0.18
O -0.873 2.857 -5.152 -0.04 0.79 -0.35
B -0.946 1.497 -2.171 -0.72 0.60 0.31
O -0.677 2.862 -2.280 0.62 -0.47 -0.32
O -1.812 1.123 -1.143 0.70 -0.57 -0.19
H -3.357 3.318 3.851 0.14 -0.22 -0.11
H -2.961 3.041 5.571 0.06 -0.28 -0.03
H -4.627 3.346 5.043 -0.10 -0.14 0.21
H -3.341 5.360 6.097 -0.10 0.23 0.15
H -4.186 5.617 4.562 -0.10 0.23 0.05
H -2.106 6.628 4.229 0.01 0.09 -0.14
H -1.966 5.098 3.392 0.02 -0.03 -0.16
H -1.111 5.155 6.262 0.08 0.18 0.22
H -0.127 6.122 5.152 0.24 0.02 0.16
H 0.704 3.786 5.580 0.03 -0.20 0.16
H -0.764 3.176 4.779 0.07 -0.30 0.18
H -0.078 3.908 2.685 -0.09 0.24 -0.18
H 1.048 5.106 3.314 -0.07 0.18 0.04
H 1.913 2.536 4.237 0.22 -0.07 0.12
H 2.738 3.576 3.089 0.13 0.11 0.01
H 1.145 2.623 1.335 -0.26 -0.08 -0.13
H 0.733 1.389 2.536 -0.18 -0.15 -0.08
H 3.482 1.312 2.578 0.16 0.12 0.07
H 3.245 1.745 0.903 0.03 0.08 -0.15
H 1.474 -0.511 1.786 -0.12 0.19 0.17
H 3.169 -0.831 2.048 -0.01 -0.03 0.25
H 3.651 -0.313 -0.318 0.17 0.06 0.03
H 2.646 -1.700 -0.017 -0.11 -0.14 -0.31
H 1.238 0.895 -0.332 0.00 0.25 -0.11
H 2.035 0.449 -1.784 0.06 -0.22 -0.28
H -0.393 -0.603 -0.435 -0.23 -0.06 -0.11
H 0.626 -1.890 -0.921 -0.02 -0.24 -0.20
H 0.774 -1.390 -4.503 -0.31 -0.27 -0.09
H 1.914 -1.011 -3.287 0.11 0.03 0.36
H 2.153 -3.322 -1.475 0.36 0.44 0.24
H 3.139 -2.772 -2.889 -0.05 0.39 0.08
H 3.422 -5.016 -3.373 0.16 -0.02 0.01
H 1.685 -5.049 -3.687 0.06 -0.01 -0.27
H 2.801 -5.378 -0.885 0.24 0.01 0.00
H 2.380 -6.726 -1.926 0.13 -0.11 0.03
H 0.192 -4.697 -1.729 0.15 0.17 -0.15
H 0.168 -6.447 -1.595 -0.26 0.07 -0.30
H 1.380 -4.917 0.654 -0.08 0.23 0.13
H 0.603 -6.481 0.649 0.14 -0.09 0.14
H -1.232 -4.454 -0.131 -0.19 0.07 0.06
H -0.186 -2.079 2.192 -0.19 0.10 0.14
H 0.955 -3.314 2.786 0.01 0.17 0.27
H 0.909 -2.949 1.083 -0.05 0.24 -0.04
H -1.027 -2.719 -2.171 0.30 -0.27 -0.26
H -3.305 -2.446 -2.402 0.03 -0.32 0.20
H -3.103 -0.028 -3.572 0.06 0.29 0.01
H -3.751 0.389 -1.947 0.23 0.21 -0.07
H -4.561 -0.758 -2.966 -0.11 -0.16 -0.02
H 1.151 1.915 -3.619 -0.11 0.12 0.45
H 1.210 0.466 -4.529 -0.06 -0.53 0.67
H 0.506 1.692 -6.187 0.31 0.09 -0.16
H -2.297 1.592 -4.729 -0.10 -1.55 0.13
H -1.953 1.821 -6.491 -0.15 -1.06 -0.37
H -0.154 3.167 -1.537 -0.13 0.35 0.17
H -1.436 1.340 -0.289 -0.30 0.28 0.32
```
Forces are in eV/Å.

Its spin multiplicity is 1. Its HOMO energy is -9.22 eV. The LUMO energy is 0.169 eV. As for the total energy: -60023.3092 eV.

3.
The following is a DFT calculation (ωB97M-V with the def2-TZVPD basis set) of a structure of composition C38H66As3N6O2PReS3.

```
120
Properties=species:S:1:pos:R:3:forces:R:3
Re 0.778 -0.582 0.246 -3.68 -0.72 -0.38
C 4.336 -1.306 -1.046 -0.15 -0.10 0.00
As 3.109 0.136 -0.539 1.01 0.04 0.13
C 3.562 1.250 -2.054 -0.32 0.12 -0.29
C 4.088 1.128 0.842 -0.25 0.12 0.06
C 4.304 0.570 2.255 0.11 -0.39 -0.02
C 5.063 -0.763 2.164 -0.09 0.16 0.05
C 3.021 0.355 3.065 0.02 0.04 -0.18
As 1.755 -1.044 2.529 0.11 0.19 0.66
C 2.446 -2.751 3.158 -0.04 -0.06 -0.33
C 0.417 -0.780 3.913 -0.19 -0.04 -0.22
C 5.186 1.571 3.029 -0.28 0.19 -0.21
As 4.703 3.476 3.443 0.23 0.15 0.22
C 3.502 4.163 2.039 -0.08 -0.22 0.06
C 3.308 3.246 4.816 -0.06 -0.07 -0.14
H 5.352 -0.920 -0.981 0.00 0.04 0.00
H 4.127 -1.551 -2.089 0.00 0.00 -0.01
H 4.250 -2.208 -0.447 -0.07 0.06 0.06
H 4.626 1.127 -2.244 0.02 -0.10 0.07
H 3.351 2.292 -1.853 -0.04 0.12 0.12
H 3.001 0.948 -2.938 -0.02 -0.03 0.04
H 3.551 2.075 0.884 0.01 0.01 -0.01
H 5.066 1.334 0.399 0.00 0.00 -0.05
H 4.464 -1.505 1.631 0.10 -0.08 0.02
H 5.288 -1.150 3.160 0.00 -0.03 -0.01
H 6.008 -0.640 1.632 -0.01 -0.01 -0.01
H 2.418 1.262 3.080 -0.01 -0.02 0.02
H 3.287 0.113 4.097 -0.02 -0.03 0.02
H 2.924 -2.592 4.122 0.01 0.07 0.02
H 3.150 -3.211 2.471 0.01 0.06 -0.04
H 1.595 -3.418 3.287 -0.02 -0.01 0.01
H 0.895 -0.854 4.888 0.08 0.02 0.00
H -0.341 -1.558 3.830 -0.01 -0.01 -0.01
H -0.057 0.192 3.803 0.03 0.03 0.03
H 6.145 1.646 2.510 0.01 0.03 0.01
H 5.409 1.160 4.018 0.02 0.01 0.01
H 3.975 4.209 1.060 0.02 0.01 0.01
H 3.263 5.184 2.337 0.02 0.00 0.03
H 2.565 3.601 1.978 0.01 0.02 -0.04
H 3.614 2.517 5.566 0.03 0.00 -0.02
H 2.348 2.954 4.386 0.00 -0.02 0.06
H 3.177 4.204 5.316 0.03 0.01 0.00
O 2.480 4.674 -1.255 -0.05 -0.08 -0.12
S 1.171 4.189 -1.588 0.36 0.01 0.19
O 0.789 4.106 -2.961 -0.26 -0.05 0.02
N 1.028 2.667 -0.852 -0.03 0.29 0.19
C 0.362 2.795 0.244 0.16 0.02 -0.34
S 0.189 1.520 1.396 0.74 -0.54 -0.42
C -0.290 4.103 0.488 -0.24 0.05 0.06
C -1.153 4.456 1.511 0.05 0.03 -0.06
C -1.741 5.716 1.464 0.00 -0.09 0.03
C -1.454 6.597 0.429 -0.02 0.06 0.02
C -0.569 6.250 -0.589 0.08 0.03 -0.17
C -0.016 4.991 -0.540 0.08 -0.22 0.09
H -1.368 3.765 2.317 -0.04 0.02 -0.01
H -2.442 6.004 2.236 0.04 0.05 0.01
H -1.925 7.571 0.412 0.02 -0.02 0.00
H -0.335 6.937 -1.392 -0.02 0.00 0.03
S 1.383 -2.939 -0.308 0.26 0.64 0.44
C 1.520 -3.175 -2.007 0.07 0.18 -0.18
N 2.236 -4.243 -2.429 -0.12 0.06 -0.07
C 2.397 -4.574 -3.731 0.00 -0.15 -0.02
C 1.813 -3.820 -4.703 -0.09 0.16 -0.12
C 1.055 -2.704 -4.320 0.06 -0.09 0.07
C 0.919 -2.381 -2.989 0.06 0.00 0.02
H 2.659 -4.824 -1.715 0.05 -0.01 -0.01
H 2.991 -5.452 -3.939 0.01 0.00 0.07
H 1.935 -4.077 -5.745 0.04 -0.06 0.04
H 0.567 -2.104 -5.077 0.03 0.03 0.02
H 0.343 -1.528 -2.661 -0.03 0.00 -0.03
N -0.967 -0.782 -0.285 2.55 0.31 0.73
P -2.510 -0.953 -0.740 -1.84 -0.62 -0.59
N -3.513 -0.495 0.476 0.77 0.02 0.13
C -3.011 -0.290 1.848 -0.08 0.04 0.12
C -4.063 0.444 2.664 -0.09 -0.17 0.00
C -5.323 -0.428 2.834 0.06 0.02 -0.14
C -5.483 -1.392 1.645 0.12 0.15 0.06
C -4.963 -0.748 0.368 -0.16 0.05 -0.10
N -2.708 -2.541 -1.169 0.49 0.24 0.38
C -3.810 -3.043 -1.997 0.10 -0.11 -0.27
C -3.343 -4.259 -2.791 -0.05 -0.06 0.18
C -2.825 -5.337 -1.840 0.17 0.02 -0.16
C -1.701 -4.777 -0.969 -0.25 -0.04 0.02
C -2.191 -3.544 -0.220 0.08 -0.08 -0.18
N -3.014 -0.146 -2.082 0.63 0.05 0.23
C -3.523 1.234 -2.012 -0.07 0.20 0.12
C -2.434 2.271 -2.256 -0.01 -0.14 -0.19
C -1.748 2.005 -3.596 0.09 -0.05 0.18
C -1.180 0.587 -3.597 -0.24 0.05 -0.06
C -2.298 -0.424 -3.344 0.10 0.03 0.01
H -2.098 0.287 1.792 0.16 0.10 0.02
H -2.780 -1.250 2.333 0.00 0.02 -0.06
H -4.315 1.377 2.153 0.06 0.01 0.03
H -3.642 0.706 3.636 -0.02 0.05 -0.03
H -6.199 0.216 2.906 -0.01 -0.03 0.06
H -5.265 -1.002 3.759 -0.03 0.03 0.02
H -6.530 -1.662 1.510 0.01 -0.07 0.00
H -4.923 -2.313 1.832 -0.07 -0.05 -0.04
H -5.488 0.199 0.202 0.01 -0.02 -0.05
H -5.158 -1.379 -0.499 0.00 0.03 0.00
H -4.146 -2.250 -2.661 -0.08 -0.01 0.06
H -4.649 -3.351 -1.358 0.00 0.08 0.00
H -2.551 -3.963 -3.487 -0.01 0.03 0.00
H -4.176 -4.644 -3.380 0.00 0.04 -0.03
H -2.471 -6.199 -2.406 -0.05 -0.03 0.04
H -3.647 -5.680 -1.203 0.02 -0.04 0.00
H -0.849 -4.507 -1.601 -0.02 0.03 0.04
H -1.363 -5.524 -0.248 0.03 0.02 0.00
H -1.380 -3.089 0.345 0.00 -0.08 0.09
H -2.980 -3.848 0.483 -0.02 0.10 -0.03
H -3.990 1.382 -1.040 -0.04 0.00 -0.05
H -4.291 1.335 -2.784 -0.06 -0.09 0.04
H -1.698 2.210 -1.449 0.02 0.05 0.03
H -2.877 3.269 -2.240 0.01 -0.01 0.04
H -0.951 2.723 -3.763 0.00 0.09 -0.06
H -2.478 2.107 -4.406 0.03 0.03 -0.01
H -0.427 0.514 -2.804 0.06 -0.01 -0.02
H -0.703 0.363 -4.555 0.03 0.00 0.03
H -1.914 -1.444 -3.302 -0.07 -0.03 -0.07
H -3.024 -0.364 -4.160 -0.03 -0.07 0.02
```
Forces are in eV/Å.

Its spin multiplicity is 2. Its HOMO energy (spin up / spin down) is -12.17 / -12.17 eV. The LUMO energy (spin up / spin down) is -6.564 / -6.508 eV. Its net charge is +2. The expectation value of S² is 0.7656. As for the total energy: -279942.6677 eV.

4.
The following is a DFT calculation (ωB97M-V with the def2-TZVPD basis set) of a structure of composition C11H25HfNO2S.

```
41
Properties=species:S:1:pos:R:3:forces:R:3
C 2.422 2.397 1.837 -0.78 0.34 -0.24
C 2.541 3.237 0.604 1.94 -0.76 1.13
C 1.160 3.334 -0.291 -2.20 0.02 -0.12
O 0.240 2.366 -0.051 0.76 0.77 -0.38
C -1.023 2.804 0.369 -0.24 -1.03 0.50
C -2.079 1.712 0.541 0.31 0.10 -0.04
O -1.629 0.361 0.491 -0.17 0.25 -0.26
C -2.690 -0.435 -0.050 -0.24 -1.03 -0.37
C -2.894 -0.244 -1.571 -0.57 0.27 0.47
C -2.396 -1.919 0.171 1.72 0.32 -1.00
N -1.200 -2.375 -0.574 0.55 0.29 0.97
C -0.318 -3.258 0.159 -0.55 0.66 -1.29
S 0.765 -4.074 -1.055 -0.23 -0.32 0.07
C 2.438 -3.523 -0.710 0.16 0.59 0.00
C 2.766 -2.181 -1.358 -0.32 0.11 -0.06
H 1.815 2.870 2.597 -0.29 0.03 0.14
H 3.437 2.331 2.234 0.54 -0.02 -0.02
H 2.093 1.385 1.656 0.11 -0.46 0.05
H 3.374 2.924 -0.005 0.03 -0.14 -0.46
H 2.701 4.285 0.877 -0.46 0.53 -0.52
H 0.733 4.323 -0.207 -0.05 0.33 0.01
H 1.562 3.128 -1.306 0.84 -0.28 0.05
H -0.861 3.302 1.340 0.04 0.42 0.07
H -1.397 3.548 -0.341 -0.01 0.42 0.00
H -2.817 1.887 -0.240 -0.24 -0.01 -0.13
H -2.580 1.908 1.488 -0.20 -0.04 0.22
H -3.634 -0.267 0.463 -0.05 0.44 0.28
H -2.712 -1.135 -2.153 0.26 -0.17 -0.21
H -3.925 0.031 -1.741 -0.33 0.03 -0.15
H -2.303 0.584 -1.928 0.41 0.09 -0.23
H -3.246 -2.532 -0.122 -0.32 -0.27 0.54
H -2.178 -2.028 1.304 -3.06 2.55 -2.24
H -0.631 -1.601 -0.914 -0.25 0.01 -0.39
H 0.361 -2.736 0.966 0.10 -0.35 -0.08
H -0.944 -4.114 0.652 0.27 -0.58 -0.60
H 2.629 -3.478 0.353 0.02 -0.31 0.35
H 3.059 -4.289 -1.158 0.10 -0.45 0.03
H 2.706 -2.225 -2.436 -0.03 -0.08 -0.30
H 2.097 -1.395 -1.015 -0.15 0.19 0.13
H 3.772 -1.901 -1.085 0.38 0.01 0.10
Hf -1.214 -3.005 2.210 2.21 -2.44 3.98
```
Forces are in eV/Å.

Its spin multiplicity is 1. Its HOMO energy is -21.38 eV. The LUMO energy is -19.210 eV. Its net charge is +4. As for the total energy: -29479.5823 eV.

5.
The following is a DFT calculation (ωB97M-V with the def2-TZVPD basis set) of a cluster of 2 separate species, C6H14N2 in total.

```
22
Properties=species:S:1:pos:R:3:forces:R:3
C -1.722 1.263 -0.206 1.20 1.13 2.19
C 0.978 0.592 1.474 1.05 -3.43 1.59
C 1.122 -1.428 -0.164 -1.02 -1.00 3.27
C 2.225 0.686 -0.637 -2.79 1.09 -3.00
C -2.823 -0.976 -0.478 -1.58 0.82 2.89
C 1.047 0.047 0.068 -0.99 0.53 -0.12
N -1.820 -0.107 0.125 1.37 -0.42 0.22
N -0.753 0.370 -0.774 2.25 -0.76 0.96
H -2.352 1.737 -0.929 -0.61 0.20 -0.41
H -1.477 1.907 0.712 -0.23 -0.72 -1.49
H 0.117 0.233 1.989 -0.95 -0.43 0.33
H 1.844 0.334 2.242 -1.21 0.06 -2.03
H 0.938 1.604 1.513 -0.12 3.29 -0.30
H 1.419 -1.993 0.775 -0.13 0.84 -0.69
H 1.851 -1.687 -0.851 1.12 -0.44 -1.69
H 0.182 -1.894 -0.386 -0.58 -0.02 -0.46
H 2.592 1.527 -0.129 0.44 1.31 0.61
H 3.011 0.015 -0.812 1.07 -1.11 0.00
H 1.884 1.011 -1.698 0.58 -0.34 1.54
H -3.262 -1.616 0.442 0.45 1.65 -2.16
H -3.568 -0.259 -0.943 0.36 -1.65 0.07
H -2.343 -1.697 -1.075 0.30 -0.58 -1.33
```
Forces are in eV/Å.

Its spin multiplicity is 1. Its HOMO energy is -8.09 eV. The LUMO energy is 0.925 eV. The calculation puts the energy above the lowest of the compared OMol25 structures with the same formula, charge and spin at 118.0 kcal/mol. As for the total energy: -9424.3682 eV.

Question: Which value of total energy does entry 1 give?
Answer: -38301.7507 eV

Question: The lowest total energy belongs to which entry?
Answer: C38H66As3N6O2PReS3

Question: Which of these has the lowest total energy?
Answer: C38H66As3N6O2PReS3